# 1
C2H6NO3PS2 | ωB97M-V/def2-TZVPD

Calculated values
Energy relative to the best compared isomer or geometry (same formula, charge and spin) in kJ/mol: 0.0
Kohn-Sham gap in eV: 5.88
Charge: -2
Electronic energy in eV: -40764.65438

Atoms and positions in Å:
1 S 0.86 -1.48 1.21
2 C 1.45 0.23 1.49
3 N -0.10 -1.35 -0.13
4 S -1.74 -1.22 0.08
5 O 2.15 -0.91 -1.68
6 C -2.07 0.59 0.12
7 H 0.83 0.73 2.24
8 O 0.54 1.05 -1.37
9 H 2.49 0.19 1.82
10 H -1.30 1.03 -0.50
11 P 0.75 -0.40 -1.78
12 H 1.37 0.72 0.52
13 H -3.06 0.76 -0.30
14 O -0.14 -0.91 -2.87
15 H -2.03 0.96 1.14

=====

# 2
C4H6OS | ωB97M-V/def2-TZVPD

Calculated values
Energy relative to the best compared isomer or geometry (same formula, charge and spin) in kJ/mol: 140.2
Kohn-Sham gap in eV: 8.62
Charge: 0
Electronic energy in eV: -17126.67646

Atoms and positions in Å:
1 H -0.57 -1.61 0.33
2 C -0.13 0.26 1.21
3 H 1.17 -1.49 0.81
4 C -0.43 0.83 -0.87
5 O -1.00 0.96 0.36
6 C 0.32 -0.95 0.46
7 C 0.47 -0.41 -0.96
8 S 1.14 -1.05 -2.24
9 H 0.28 1.63 -1.10
10 H 0.69 0.90 1.58
11 H -0.75 0.03 2.09
12 H -1.18 0.91 -1.66

=====

# 3
C6H8NO | ωB97M-V/def2-TZVPD

Calculated values
Energy relative to the best compared isomer or geometry (same formula, charge and spin) in kJ/mol: 682.2
Kohn-Sham gap in eV: 8.71
Charge: +1
Electronic energy in eV: -9873.30963

Atoms and positions in Å:
1 H 1.67 2.60 -1.13
2 H -2.66 0.15 1.19
3 C -0.16 1.94 -0.37
4 C 0.88 -1.51 0.73
5 C 0.25 -0.35 0.02
6 H 0.71 -1.38 1.86
7 H -3.26 -0.36 -0.58
8 N -1.18 -0.54 -0.04
9 H 1.20 0.98 -2.00
10 C 1.12 1.69 -1.11
11 H 2.03 -1.65 0.49
12 C -2.41 -0.28 0.18
13 C 0.82 1.01 0.23
14 H 1.22 0.96 1.24
15 O -0.50 -0.75 -1.15
16 H 0.28 -2.51 0.45